one.
Below is a 2-piece molecular cluster, C4H13N2O overall, with properties calculated with ωB97M-V/def2-TZVPD.

Results
E_HOMO: -14.62 eV
net charge: +1

Last column: natural (NBO) charge in e.
Element x y z (Å)
C 0.316 -2.854 2.384  -0.609
C -0.648 -2.010 1.547  -0.427
C 0.001 -1.201 0.427  -0.227
N -0.554 0.172 0.359  -0.510
C -0.219 0.904 -0.688  0.408
N -0.350 2.200 -0.600  -0.700
H 0.587 -3.803 1.922  0.222
H 1.261 -2.337 2.560  0.204
H -0.193 -3.108 3.311  0.233
H -1.383 -2.732 1.178  0.230
H -1.309 -1.390 2.160  0.208
H 1.071 -1.175 0.629  0.206
H -0.163 -1.690 -0.532  0.222
H -0.711 0.614 1.255  0.412
H -0.078 0.462 -1.663  0.245
H -0.137 2.821 -1.370  0.456
H -0.362 2.658 0.300  0.409
H 1.836 2.982 -2.859  0.495
H 0.747 2.551 -3.740  0.493
O 1.065 2.392 -2.840  -0.970

two.
Below is a 2-piece molecular cluster, C4H13N2O overall, with properties calculated with ωB97M-V/def2-TZVPD.

Results
E_HOMO: -12.99 eV
net charge: +1

Last column: natural (NBO) charge in e.
Element x y z (Å)
C 1.494 -1.245 -0.585  -0.252
C 0.831 -1.145 -1.769  0.075
N 0.485 -2.299 -2.402  -0.757
N 1.750 -0.111 0.310  -0.667
H 1.827 -2.220 -0.263  0.223
H 0.396 -0.214 -2.159  0.224
H -0.231 -2.344 -3.111  0.419
H 0.614 -3.131 -1.897  0.393
H 2.719 0.039 0.528  0.437
H 1.261 -0.246 1.207  0.438
H 1.351 0.734 -0.127  0.453
C -1.526 1.332 1.644  -0.062
O -2.742 0.636 1.426  -0.712
C -0.817 1.647 0.367  -0.618
H -1.706 2.315 2.199  0.186
H -0.878 0.685 2.266  0.137
H -3.087 0.362 2.276  0.481
H -1.045 2.624 -0.071  0.243
H 0.238 1.700 0.580  0.152
H -0.934 0.881 -0.416  0.209

three.
Below is a 2-piece molecular cluster, C4H13N2O overall, with properties calculated with ωB97M-V/def2-TZVPD.

Results
E_HOMO: -13.82 eV
net charge: +1

Last column: natural (NBO) charge in e.
Element x y z (Å)
N 0.188 1.130 2.401  -0.824
C 1.582 1.249 2.236  0.076
O 2.050 1.028 0.849  -0.795
H -0.373 1.830 1.940  0.367
H -0.196 0.207 2.246  0.372
H 1.901 2.254 2.507  0.190
H 2.087 0.511 2.855  0.184
H 2.883 0.548 0.915  0.503
C -1.943 -2.312 -1.522  -0.657
C -0.879 -1.269 -1.642  -0.110
C -0.876 -0.121 -0.994  -0.101
N 0.244 0.830 -1.143  -0.712
H -2.900 -1.866 -1.287  0.236
H -2.024 -2.886 -2.435  0.246
H -1.708 -3.015 -0.714  0.249
H -0.041 -1.475 -2.302  0.207
H -1.651 0.217 -0.327  0.223
H 0.873 0.489 -1.872  0.431
H -0.071 1.752 -1.436  0.434
H 0.851 0.897 -0.275  0.481

Relative energies, unit hartree: one 0.0000; two 0.0678; three 0.0321

one.
Below is a 2-piece molecular cluster, C4H12O2 overall, with properties calculated with ωB97M-V/def2-TZVPD.

Results
E_HOMO: -10.30 eV
net charge: 0

Last column: natural (NBO) charge in e.
Element x y z (Å)
C 0.250 1.194 -0.681  -0.610
C -1.270 0.862 -0.832  -0.407
C -1.538 -0.592 -0.463  0.099
C -2.960 -1.030 -0.757  -0.636
O -1.273 -0.693 0.936  -0.732
H 0.523 2.004 -1.335  0.206
H 0.942 0.399 -0.956  0.199
H 0.355 1.375 0.380  0.215
H -1.794 1.524 -0.162  0.210
H -1.500 1.025 -1.887  0.197
H -0.857 -1.274 -0.963  0.160
H -3.076 -2.059 -0.360  0.200
H -3.680 -0.500 -0.143  0.207
H -3.251 -1.065 -1.793  0.223
H -1.986 -1.206 1.355  0.469
O 5.790 0.315 1.427  -0.953
H 4.841 0.280 1.314  0.478
H 6.146 -0.456 1.866  0.476

two.
Below is a 2-piece molecular cluster, C4H12O2 overall, with properties calculated with ωB97M-V/def2-TZVPD.

Results
E_HOMO: -10.12 eV
net charge: 0

Last column: natural (NBO) charge in e.
Element x y z (Å)
C 3.051 1.527 -1.584  -0.634
C 3.193 2.984 -1.119  -0.054
O 4.079 3.102 -0.034  -0.728
H 2.681 0.982 -0.700  0.211
H 4.045 1.130 -1.852  0.215
H 2.361 1.344 -2.425  0.218
H 3.546 3.620 -1.953  0.149
H 2.251 3.422 -0.737  0.153
H 4.119 4.045 0.230  0.470
C -2.972 -3.237 1.602  -0.637
C -3.694 -1.885 1.144  -0.052
O -3.665 -1.820 -0.255  -0.730
H -1.974 -3.348 1.147  0.199
H -3.580 -4.119 1.338  0.212
H -2.858 -3.205 2.699  0.204
H -4.692 -1.858 1.623  0.181
H -3.139 -0.986 1.472  0.154
H -2.754 -1.699 -0.597  0.470

Relative energies, unit hartree: one 0.0000; two 0.0240

one.
Below is a 2-piece molecular cluster, C4H12O2 overall, with properties calculated with ωB97M-V/def2-TZVPD.

Results
E_HOMO: -10.16 eV
net charge: 0

Last column: natural (NBO) charge in e.
Element x y z (Å)
C 2.540 0.426 -0.558  -0.615
C 1.247 1.108 -0.507  -0.405
C 0.127 0.465 0.415  0.097
C -1.271 1.167 0.110  -0.597
O -0.175 -0.953 0.271  -0.707
H 3.233 0.808 -1.238  0.215
H 2.945 0.744 0.459  0.194
H 2.390 -0.693 -0.525  0.215
H 0.775 1.142 -1.420  0.178
H 1.536 2.201 -0.137  0.202
H 0.582 0.537 1.381  0.172
H -1.908 0.517 0.510  0.220
H -1.259 1.252 -1.075  0.177
H -1.459 2.062 0.457  0.199
H -0.262 -0.988 -0.683  0.453
O -3.098 -2.928 0.894  -0.963
H -2.374 -3.341 1.388  0.484
H -3.568 -3.525 0.259  0.479

two.
Below is a 2-piece molecular cluster, C4H12O2 overall, with properties calculated with ωB97M-V/def2-TZVPD.

Results
E_HOMO: -10.36 eV
net charge: 0

Last column: natural (NBO) charge in e.
Element x y z (Å)
C -1.603 0.978 -0.220  -0.642
C -0.744 1.204 0.949  -0.081
O -1.515 1.814 2.028  -0.733
H -2.242 1.988 -0.391  0.208
H -1.135 0.850 -1.205  0.217
H -2.319 0.172 0.020  0.218
H 0.128 1.792 0.742  0.180
H -0.302 0.274 1.477  0.172
H -1.476 2.758 1.918  0.462
C 0.665 -2.006 -0.490  -0.652
C 1.558 -0.916 -1.167  -0.059
O 2.211 -0.124 -0.105  -0.752
H 0.028 -1.441 0.279  0.212
H -0.029 -2.485 -1.197  0.222
H 1.273 -2.768 0.110  0.208
H 0.870 -0.176 -1.714  0.174
H 2.352 -1.297 -1.787  0.178
H 2.281 -0.618 0.752  0.468

three.
Below is a 2-piece molecular cluster, C4H12O2 overall, with properties calculated with ωB97M-V/def2-TZVPD.

Results
E_HOMO: -10.16 eV
net charge: 0

Last column: natural (NBO) charge in e.
Element x y z (Å)
C 1.041 -0.575 1.707  -0.609
C -0.316 0.018 1.381  -0.410
C -0.205 1.026 0.251  -0.416
C -1.528 1.715 -0.044  -0.054
O -2.500 0.677 -0.255  -0.741
H 1.625 0.070 2.369  0.200
H 1.049 -1.541 2.221  0.211
H 1.693 -0.844 0.867  0.199
H -0.684 0.495 2.292  0.199
H -1.011 -0.762 1.094  0.224
H 0.082 0.552 -0.699  0.201
H 0.594 1.765 0.351  0.206
H -1.825 2.286 0.852  0.149
H -1.612 2.405 -0.881  0.170
H -3.247 1.009 -0.751  0.471
O 2.825 -2.465 -2.637  -0.930
H 3.481 -2.990 -2.223  0.464
H 2.948 -1.594 -2.257  0.466

four.
Below is a 2-piece molecular cluster, C4H12O2 overall, with properties calculated with ωB97M-V/def2-TZVPD.

Results
E_HOMO: -10.01 eV
net charge: 0

Last column: natural (NBO) charge in e.
Element x y z (Å)
C -1.485 0.979 1.374  -0.615
C -0.289 0.706 0.452  -0.428
C -0.771 0.026 -0.890  0.105
C 0.517 -0.165 -1.714  -0.640
O -1.835 0.670 -1.602  -0.739
H -2.114 0.102 1.479  0.208
H -2.205 1.699 0.902  0.195
H -1.084 1.285 2.350  0.212
H 0.126 1.695 0.165  0.199
H 0.520 0.102 1.086  0.229
H -1.172 -1.078 -0.872  0.172
H 0.398 -1.028 -2.361  0.204
H 0.736 0.708 -2.344  0.210
H 1.426 -0.433 -1.242  0.211
H -2.024 1.613 -1.413  0.477
O 3.005 -1.939 1.668  -0.931
H 2.787 -2.286 0.841  0.463
H 3.465 -2.656 2.119  0.469

Relative energies, unit hartree: one 0.0538; two 0.0324; three 0.0000; four 0.0218

one.
Below is one molecule with the formula C4H4O2, with properties calculated with ωB97M-V/def2-TZVPD.

Results
E_HOMO: -9.15 eV
net charge: 0

Last column: natural (NBO) charge in e.
Element x y z (Å)
C 1.197 -0.551 -0.337  -0.684
C -0.079 0.141 -0.421  0.260
O -0.122 1.570 -0.374  -0.441
C -0.929 1.074 0.618  0.088
C -1.408 -0.083 -0.056  0.395
O -2.298 -1.107 0.064  -0.623
H 1.330 -0.872 -1.401  0.257
H 1.203 -1.501 0.391  0.264
H 2.019 0.229 -0.197  0.257
H -0.913 1.101 1.715  0.229

two.
Below is one molecule with the formula C4H4O2, with properties calculated with ωB97M-V/def2-TZVPD.

Results
E_HOMO: -10.46 eV
net charge: 0

Last column: natural (NBO) charge in e.
Element x y z (Å)
C -0.396 -0.922 -2.095  -0.208
C -0.190 -0.603 -0.947  -0.050
C 0.279 -0.265 0.488  -0.057
O 1.663 -0.156 0.672  -0.667
C -0.538 0.897 0.919  0.425
O -0.085 2.020 1.071  -0.520
H -0.713 -1.284 -3.021  0.236
H -0.149 -1.193 1.077  0.219
H 1.761 0.900 0.597  0.491
H -1.631 0.607 1.238  0.133

Relative energies, unit hartree: one 0.0618; two 0.0000

one.
Below is one molecule with the formula C4H4O2, with properties calculated with ωB97M-V/def2-TZVPD.

Results
E_HOMO: -9.54 eV
net charge: 0

Last column: natural (NBO) charge in e.
Element x y z (Å)
O 1.977 -0.096 -0.115  -0.542
C 0.806 -0.030 0.012  0.789
C -0.031 1.272 0.066  -0.550
C -1.422 0.651 -0.132  -0.293
C -1.351 -0.715 -0.043  0.135
O -0.014 -1.185 0.110  -0.499
H 0.266 1.371 1.269  0.252
H 0.452 2.069 -0.542  0.268
H -2.344 1.206 0.005  0.229
H -2.087 -1.462 -0.109  0.211

two.
Below is a 2-piece molecular cluster, C4H4O2 overall, with properties calculated with ωB97M-V/def2-TZVPD.

Results
E_HOMO: -8.54 eV
net charge: 0

Last column: natural (NBO) charge in e.
Element x y z (Å)
C -2.038 -0.676 -0.510  -0.256
C -1.021 0.037 -0.111  -0.299
C -0.053 0.937 -0.190  0.626
O 0.512 1.965 -0.094  -0.451
H -2.387 -1.517 0.074  0.199
H -2.625 -0.423 -1.387  0.194
C 1.842 -0.017 0.501  0.187
O 1.074 -0.777 1.112  -0.482
H 2.329 -0.311 -0.440  0.139
H 2.367 0.782 1.045  0.141

Relative energies, unit hartree: one 0.0000; two 0.1318